[1]
C35H31BrClN3O6PS4W as an isolated structure in a non-equilibrium geometry, computed with the ωB97M-V functional and the def2-TZVPD basis.

The calculation puts the HOMO energy at -0.149 Eh. Its frontier orbital gap is 5.47 eV. Its LUMO energy is 1.4 eV. As for the energy above the lowest of the compared OMol25 structures with the same formula, charge and spin: 478.6 kJ/mol. The calculation puts the strongest force on any atom at 4.04 eV/A. Its total charge is -1.

Each line ends with the Mulliken charge.
Element x y z (Å)
W 0.6720 0.3086 -0.0168  1.570
C -2.7904 2.1401 2.7606  -2.006
C -1.4392 1.6843 2.2941  1.267
N -1.0556 1.8321 1.0445  0.104
N -1.9245 2.5050 0.2174  -0.867
C -1.4405 2.7913 -0.9377  0.521
S 0.2179 2.5091 -1.3660  -0.423
S -2.4357 3.5049 -2.1651  -0.029
C -4.1035 3.5386 -1.3584  -0.841
C -4.9374 2.3533 -1.7217  0.223
C -5.8478 2.4285 -2.7715  -0.486
C -6.6345 1.3395 -3.1006  -0.495
C -6.5178 0.1588 -2.3877  -0.614
C -5.6145 0.0752 -1.3419  -0.552
C -4.8239 1.1619 -1.0128  0.485
C -0.5003 1.1299 3.2291  0.508
C -0.8749 0.7781 4.5363  -0.829
C 0.0667 0.4586 5.4881  -1.009
C 1.4166 0.5576 5.1799  -0.373
C 1.8166 0.8612 3.8941  -0.286
C 0.8784 1.0466 2.8725  0.335
O 1.2774 1.2050 1.6099  -1.312
H -3.2160 2.8368 2.0423  0.246
H -2.7345 2.6083 3.7396  0.638
H -3.4388 1.2656 2.8129  0.294
H -4.5528 4.4723 -1.6985  0.624
H -3.8907 3.5730 -0.2923  0.000
H -5.9403 3.3510 -3.3280  0.373
H -7.3343 1.4021 -3.9207  0.361
H -7.1082 -0.7010 -2.6654  0.390
H -5.5137 -0.8355 -0.7712  0.457
H -4.1209 1.0823 -0.1976  0.254
H -1.9221 0.7259 4.7932  0.463
H -0.2397 0.1578 6.4803  0.374
H 2.1629 0.3844 5.9412  0.422
H 2.8643 0.9418 3.6522  0.591
C 1.9891 -1.3782 -2.8166  -0.616
C 0.9118 -0.6163 -2.0283  0.392
O 0.3440 -1.3220 -1.0360  -0.770
H 1.5139 -2.2147 -3.3397  0.344
H 2.7504 -1.7629 -2.1457  -0.186
H 2.4688 -0.7280 -3.5428  0.427
O -2.9889 -0.4408 1.1092  -0.696
Cl -1.8649 -0.8408 0.3722  2.281
O -0.7065 -0.8076 1.2161  -0.458
O -2.0634 -2.1096 -0.1782  -0.870
O -1.5961 0.1081 -0.6731  -0.696
Br -3.8192 -0.5421 -4.4608  -0.135
C -2.0828 0.1365 -4.1384  0.024
C -1.6383 1.2309 -4.8942  -0.238
C -0.3096 1.6330 -4.6858  -0.775
C 0.4666 1.0129 -3.7578  -0.161
N -0.0161 -0.0401 -2.9913  0.609
C -1.2919 -0.5090 -3.2385  -0.415
H -2.2832 1.7296 -5.5923  0.474
H 0.1021 2.4494 -5.2575  0.402
H 1.4861 1.2975 -3.5513  0.430
H -1.5975 -1.3815 -2.6774  0.651
S 1.1032 -2.5464 2.6587  -0.683
P 2.0789 -1.4721 1.3168  1.274
S 2.7998 0.8951 -0.8619  -0.628
C 2.8679 -2.6901 0.1779  0.260
C 4.1493 -2.4718 -0.3201  -0.584
C 4.7178 -3.3834 -1.1894  -0.538
C 4.0021 -4.4981 -1.5913  -0.495
C 2.7353 -4.7316 -1.0799  -0.746
C 2.1693 -3.8328 -0.1938  -0.496
C 3.6553 -0.9610 2.1756  -0.243
C 4.1404 -1.7910 3.1801  -0.344
C 5.2884 -1.4553 3.8758  -0.776
C 5.9679 -0.2872 3.5741  -0.573
C 5.4915 0.5444 2.5757  -0.573
C 4.3416 0.2128 1.8810  0.541
H 4.6867 -1.5765 -0.0493  0.354
H 5.7198 -3.2177 -1.5584  0.393
H 4.4308 -5.1838 -2.3080  0.367
H 2.1916 -5.6201 -1.3727  0.393
H 1.1833 -4.0096 0.2162  0.406
H 3.5941 -2.6888 3.4323  0.401
H 5.6532 -2.1036 4.6598  0.388
H 6.8589 -0.0164 4.1219  0.353
H 6.0085 1.4639 2.3391  0.418
H 3.9722 0.8797 1.1111  -0.264

Forces on atoms 1 to 2 (eV/Å):
2.8 1.8 -2.3
0.1 0.2 -0.1



[2]
A 5-piece molecular cluster, C35H31BrN6O8 overall in a non-equilibrium geometry, computed with the ωB97M-V functional and the def2-TZVPD basis.

The calculation puts the HOMO energy at -0.331 Eh. Its frontier orbital gap is 8.25 eV. Its LUMO energy is -0.8 eV. The calculation puts the strongest force on any atom at 1.03 eV/A. Its SMILES is O=[N+]([O-])c1ccccc1.O=[N+]([O-])c1ccccc1.O=[N+]([O-])c1ccccc1.O=[N+]([O-])c1ccccc1.BrCCCc1cnc2ccccc2n1.

Each line ends with the Mulliken charge.
Element x y z (Å)
O -4.6437 -1.8107 -0.7470  -0.566
N -4.6216 -3.0066 -0.9833  0.984
O -5.2412 -3.8401 -0.3467  -0.605
C -3.7907 -3.4653 -2.0986  -0.014
C -3.0534 -2.5342 -2.8145  -0.206
C -2.2513 -2.9694 -3.8506  -0.512
C -2.1909 -4.3227 -4.1665  -0.612
C -2.9471 -5.2381 -3.4488  -0.634
C -3.7534 -4.8118 -2.4034  -0.248
H -3.1002 -1.4847 -2.5656  0.429
H -1.6634 -2.2564 -4.4118  0.446
H -1.5600 -4.6619 -4.9735  0.604
H -2.9060 -6.2893 -3.7001  0.403
H -4.3385 -5.5236 -1.8402  0.465
O 5.1053 5.0075 1.8597  -0.593
N 4.8123 6.0134 1.2432  1.034
O 4.9369 6.1396 0.0418  -0.578
C 4.2662 7.1474 2.0009  0.163
C 4.1425 7.0397 3.3739  -0.327
C 3.6460 8.1186 4.0869  -0.478
C 3.2784 9.2817 3.4232  -0.403
C 3.4016 9.3678 2.0426  -0.488
C 3.8995 8.2948 1.3220  -0.315
H 4.4291 6.1332 3.8856  0.442
H 3.5479 8.0527 5.1615  0.373
H 2.8954 10.1241 3.9838  0.379
H 3.1122 10.2731 1.5274  0.370
H 3.9993 8.3582 0.2487  0.441
O -3.1587 -1.4774 5.6683  -0.610
N -4.3681 -1.4546 5.7793  1.020
O -4.9605 -1.2388 6.8178  -0.616
C -5.1709 -1.7081 4.5730  0.024
C -4.5266 -1.9909 3.3817  -0.632
C -5.2845 -2.2504 2.2498  0.274
C -6.6698 -2.2192 2.3265  -0.343
C -7.3012 -1.9239 3.5281  -0.486
C -6.5498 -1.6666 4.6634  -0.409
H -3.4481 -2.0124 3.3301  0.442
H -4.8142 -2.4788 1.3202  0.117
H -7.2583 -2.4286 1.4426  0.411
H -8.3811 -1.8981 3.5818  0.372
H -7.0362 -1.4398 5.6004  0.457
O 0.2801 -4.2800 -3.0752  -0.537
N 0.9043 -5.2128 -3.5402  1.042
O 0.7748 -5.6309 -4.6756  -0.617
C 1.8786 -5.8850 -2.6700  0.085
C 2.0207 -5.4525 -1.3640  -0.214
C 2.9257 -6.1010 -0.5400  -0.508
C 3.6745 -7.1634 -1.0289  -0.430
C 3.5244 -7.5779 -2.3459  -0.423
C 2.6199 -6.9369 -3.1764  -0.391
H 1.4368 -4.6254 -0.9883  0.475
H 3.0453 -5.7787 0.4849  0.373
H 4.3771 -7.6706 -0.3810  0.378
H 4.1105 -8.4034 -2.7252  0.371
H 2.4982 -7.2573 -4.2003  0.436
Br 6.1504 0.6622 -0.2327  -0.200
C 4.4623 1.6429 -0.1845  -0.541
C 4.5715 2.8382 -1.1280  -1.046
C 3.3815 3.7902 -0.9540  -0.467
C 2.0666 3.0609 -1.1276  0.681
C 1.8869 2.0995 -2.1601  -0.412
N 0.8006 1.4097 -2.3572  -0.606
C -0.1910 1.6873 -1.4613  0.283
C -1.4122 0.9783 -1.5514  -0.149
C -2.4603 1.2277 -0.7082  -0.208
C -2.3295 2.2231 0.2941  -0.672
C -1.1434 2.9022 0.4125  -0.525
C -0.0560 2.6548 -0.4562  0.037
N 1.1044 3.3561 -0.2945  -0.515
H 4.2958 1.9819 0.8326  0.414
H 3.6783 0.9549 -0.4771  0.387
H 5.4821 3.3657 -0.8539  0.561
H 4.6725 2.4479 -2.1381  0.418
H 3.4133 4.1557 0.0652  0.072
H 3.4272 4.6374 -1.6339  0.404
H 2.7114 1.9210 -2.8382  0.344
H -1.5043 0.2179 -2.3152  0.444
H -3.4055 0.7072 -0.7617  0.419
H -3.1467 2.4553 0.9586  0.416
H -1.0102 3.6489 1.1831  0.444

Forces on atoms 1 to 2 (eV/Å):
-0.1 -0.1 -0.1
0.0 0.0 -0.2



[3]
C35H31Cl3CoN6PTe as an isolated structure, computed with the ωB97M-V functional and the def2-TZVPD basis.

The calculation puts the HOMO energy (alpha / beta) at -0.455 / -0.466 Eh. The spin multiplicity is 5. Its frontier orbital gap (alpha / beta) is 7.32 / 4.15 eV. Its LUMO energy (alpha / beta) is -5.1 / -8.5 eV. The calculation puts the strongest force on any atom at 0.49 eV/A. As for the expectation value of S²: 6.040. Its total charge is +2.

Each line ends with the Mulliken charge.
Element x y z (Å)
Co -0.2884 -0.8102 -0.8125  -0.249
N 0.9264 -4.3079 -2.8232  0.155
C 0.1623 -3.2175 -2.9231  -0.167
N 0.4183 -2.4237 -1.9002  -0.135
C 1.3621 -3.1120 -1.1957  0.158
N 1.7017 -4.2605 -1.7173  -0.662
C 1.8592 -2.5626 0.0810  0.691
C 3.0227 -2.9916 0.7070  -0.379
N 3.4295 -2.4608 1.8552  -0.553
C 2.6583 -1.5107 2.3824  -0.503
C 1.5050 -1.0681 1.7561  -0.417
N 1.1069 -1.5890 0.5978  0.086
H 0.9698 -5.1070 -3.4383  0.195
H -0.5392 -3.0303 -3.7216  0.540
H 3.6296 -3.7703 0.2618  0.484
H 2.9661 -1.0930 3.3334  0.437
H 0.8762 -0.2986 2.1893  0.567
Cl -0.0500 4.5421 0.1085  -0.079
C -1.2742 3.3449 0.5967  0.757
Cl -1.4110 3.3139 2.3491  -0.063
Cl -2.8033 3.6855 -0.1662  -0.003
C -0.8039 2.0206 0.1449  -0.136
N -0.4286 1.0000 -0.2223  -0.223
C -4.1060 -5.3700 0.3170  -0.520
C -2.7733 -5.0316 0.4862  -0.688
C -2.3211 -3.7840 0.0720  -0.325
C -3.1947 -2.8756 -0.5204  0.141
C -4.5395 -3.2209 -0.6708  -0.402
C -4.9908 -4.4638 -0.2592  -0.758
P -2.5574 -1.2417 -0.9741  1.582
C -3.7169 -0.0606 -0.2087  0.859
C -4.8292 0.4645 -0.8627  -0.383
C -5.6942 1.3248 -0.1970  -0.747
C -5.4561 1.6636 1.1284  -0.553
C -4.3470 1.1494 1.7868  -0.543
C -3.4777 0.2982 1.1185  -0.782
C -2.8551 -1.0731 -2.7676  0.625
C -3.3102 -2.1151 -3.5733  -0.795
C -3.4360 -1.9415 -4.9481  -0.604
C -3.1092 -0.7268 -5.5308  -0.588
C -2.6498 0.3181 -4.7378  -0.659
C -2.5171 0.1426 -3.3688  -0.375
H -4.4631 -6.3378 0.6440  0.411
H -2.0899 -5.7319 0.9486  0.448
H -1.2821 -3.5079 0.2161  0.127
H -5.2389 -2.5121 -1.0996  0.474
H -6.0337 -4.7259 -0.3777  0.428
H -5.0234 0.2068 -1.8974  0.375
H -6.5604 1.7218 -0.7099  0.439
H -6.1363 2.3256 1.6485  0.425
H -4.1641 1.4076 2.8222  0.496
H -2.6145 -0.1102 1.6366  0.356
H -3.5711 -3.0674 -3.1318  0.444
H -3.8004 -2.7561 -5.5608  0.443
H -3.2156 -0.5919 -6.5990  0.410
H -2.3972 1.2687 -5.1893  0.438
H -2.1674 0.9712 -2.7558  0.299
C 7.0773 4.5547 4.1683  -1.461
C 6.1329 4.0019 3.1502  0.660
C 6.5948 3.6245 1.8825  -0.859
C 5.7443 3.1389 0.9167  0.613
C 6.2804 2.7066 -0.4212  -1.903
C 4.3667 3.0324 1.2566  0.440
Te 3.0887 2.3619 -0.1478  0.683
C 3.8628 3.3982 2.5355  1.011
C 2.3997 3.3122 2.8796  -1.224
C 4.7668 3.8759 3.4527  -0.872
H 8.1126 4.3254 3.9275  0.380
H 6.8471 4.1765 5.1640  0.399
H 6.9742 5.6430 4.2065  0.335
H 7.6505 3.7169 1.6561  0.424
H 7.1970 3.2414 -0.6617  0.392
H 5.5836 2.8970 -1.2429  0.473
H 6.5121 1.6394 -0.4163  0.352
H 1.8873 2.4970 2.3577  -0.048
H 1.8826 4.2409 2.6253  0.307
H 2.2657 3.1403 3.9461  0.429
H 4.4172 4.1646 4.4373  0.469

Forces on atoms 1 to 2 (eV/Å):
0.0 -0.3 -0.4
0.1 0.0 0.1



- Look up the strongest force on any atom of the third one.
  0.49 eV/A



- What is the strongest force on any atom in the third record?
  0.49 eV/A